Version A
DFT (ωB97M-V/def2-TZVPD) results for a cluster of 2 separate species, HNO5 in total.

Calculated values
**M**: 95.01 g/mol
**LUMO (alpha / beta)**: -2.928 / -1.562 eV
**HOMO energy (alpha / beta)**: -0.40894 / -0.41657 Eh
**HOMO-LUMO gap (alpha / beta)**: 0.301 / 0.359 hartree

ORCA input file:
```
! RIJCOSX wB97M-V def2-TZVPD def2/J DEFGRID3
* xyz 0 1
N -1.386 0.166 -0.036
O -1.370 -0.976 0.186
O -2.315 0.949 -0.046
O 1.907 -0.569 0.475
O -0.262 0.740 -0.301
O 1.155 -0.676 -0.552
H 2.270 0.365 0.274
*
```

Version B
DFT (ωB97M-V/def2-TZVPD) results for the molecule HNO5.

Calculated values
**M**: 95.01 g/mol
**LUMO**: 0.264 eV
**HOMO energy**: -0.41151 Eh
**HOMO-LUMO gap**: 0.421 hartree
**SMILES**: O=[N+]([O-])OOO

ORCA input file:
```
! RIJCOSX wB97M-V def2-TZVPD def2/J DEFGRID3
* xyz 0 1
N -2.449 -0.154 -0.009
O -1.828 -0.948 -0.574
O -3.508 -0.166 0.463
O 0.415 0.789 0.388
O -1.735 1.250 -0.060
O -0.563 1.067 -0.647
H 1.140 1.519 0.416
*
```

Quick ranking, most stable first: version B, version A.

Version A
DFT (ωB97M-V/def2-TZVPD) results for the molecule C23H23N3O5.

Calculated values
**M**: 421.45 g/mol
**LUMO**: 0.660 eV
**HOMO energy**: -0.29814 Eh
**HOMO-LUMO gap**: 0.322 hartree
**SMILES**: COc1cccc(OCc2cc(C(=O)N3C[C@H]4C[C@@H](C3)c3cccc(=O)n3C4)no2)c1

ORCA input file:
```
! RIJCOSX wB97M-V def2-TZVPD def2/J DEFGRID3
* xyz 0 1
C -8.182 -0.109 -1.742
H -8.818 0.346 -0.975
O -6.836 0.269 -1.589
C -6.193 -0.067 -0.435
C -6.764 -0.761 0.622
C -5.995 -1.037 1.744
C -4.681 -0.636 1.825
C -4.104 0.063 0.761
C -4.861 0.345 -0.363
H -4.465 0.880 -1.210
O -2.800 0.424 0.931
C -2.151 1.102 -0.118
C -0.728 1.296 0.268
C 0.125 0.541 1.018
C 1.363 1.227 0.914
N 1.220 2.304 0.176
O -0.070 2.358 -0.217
C 2.609 0.666 1.491
O 2.528 -0.146 2.398
N 3.808 1.011 0.954
C 4.034 1.906 -0.155
H 3.167 2.553 -0.278
H 4.906 2.523 0.090
C 4.318 1.131 -1.453
C 3.103 0.334 -1.905
N 2.821 -0.833 -1.083
C 3.767 -1.446 -0.329
C 3.476 -2.608 0.329
C 2.181 -3.148 0.253
C 1.221 -2.507 -0.460
C 1.500 -1.303 -1.182
O 0.691 -0.677 -1.855
H 0.209 -2.873 -0.522
H 1.956 -4.060 0.784
H 4.232 -3.085 0.930
C 5.088 -0.758 -0.093
C 5.475 0.157 -1.249
H 6.397 0.691 -1.010
H 5.646 -0.424 -2.158
H 5.860 -1.510 0.089
C 4.914 0.108 1.176
H 4.678 -0.513 2.042
H 5.825 0.680 1.372
H 2.202 0.954 -1.901
H 3.248 -0.014 -2.936
H 4.557 1.856 -2.235
H -0.069 -0.364 1.549
H -2.614 2.080 -0.313
H -2.176 0.506 -1.044
H -4.078 -0.846 2.692
H -6.439 -1.578 2.566
H -7.790 -1.090 0.590
H -8.482 0.258 -2.722
H -8.300 -1.197 -1.712
*
```

Version B
DFT (ωB97M-V/def2-TZVPD) results for the molecule C23H23N3O5.

Calculated values
**M**: 421.45 g/mol
**LUMO**: 0.583 eV
**HOMO energy**: -0.33921 Eh
**HOMO-LUMO gap**: 0.361 hartree
**SMILES**: O=C(CCN1C(=O)[C@@H]2Cc3ccccc3CN2C1=O)N[C@@H](Cc1ccccc1)C(=O)O

ORCA input file:
```
! RIJCOSX wB97M-V def2-TZVPD def2/J DEFGRID3
* xyz 0 1
O 3.266 0.218 2.956
C 2.167 -0.251 2.774
N 1.821 -0.900 1.630
H 0.869 -1.212 1.506
C 2.623 -0.798 0.425
C 1.953 0.317 -0.378
O 0.898 0.178 -0.947
O 2.594 1.463 -0.271
H 2.058 2.216 -0.578
H 3.623 -0.475 0.729
C 2.657 -2.116 -0.351
C 3.593 -1.992 -1.521
C 3.115 -1.635 -2.775
C 3.985 -1.483 -3.841
C 5.343 -1.685 -3.663
C 5.828 -2.039 -2.415
C 4.957 -2.189 -1.351
H 5.338 -2.464 -0.378
H 6.886 -2.197 -2.271
H 6.022 -1.567 -4.495
H 3.602 -1.206 -4.812
H 2.056 -1.473 -2.915
H 1.646 -2.342 -0.698
H 2.989 -2.907 0.323
C 1.041 -0.152 3.787
C 0.167 1.069 3.466
N -0.616 0.901 2.260
C -0.526 1.678 1.142
O 0.273 2.561 0.946
C -1.645 1.220 0.221
N -2.188 0.095 0.932
C -1.647 -0.057 2.154
O -1.935 -0.862 3.005
C -3.349 -0.592 0.438
C -4.289 0.336 -0.289
C -5.476 -0.184 -0.792
C -6.364 0.617 -1.483
C -6.068 1.955 -1.685
C -4.887 2.477 -1.194
C -3.988 1.680 -0.494
C -2.727 2.291 0.058
H -2.367 3.089 -0.592
H -2.944 2.731 1.038
H -4.651 3.520 -1.351
H -6.754 2.589 -2.226
H -7.284 0.200 -1.864
H -5.699 -1.229 -0.633
H -3.848 -1.060 1.293
H -3.039 -1.392 -0.250
H -1.246 0.919 -0.754
H 0.789 1.956 3.321
H -0.526 1.236 4.297
H 0.422 -1.049 3.794
H 1.479 -0.006 4.774
*
```

Quick ranking, most stable first: version B, version A.

Version A
DFT (ωB97M-V/def2-TZVPD) results for the molecule C17H22N2O4S.

Calculated values
**M**: 350.44 g/mol
**LUMO**: -0.309 eV
**HOMO energy**: -0.37486 Eh
**HOMO-LUMO gap**: 0.364 hartree
**SMILES**: N#CCCNS(=O)(=O)c1ccc(C(=O)OCC2CCCCC2)cc1

ORCA input file:
```
! RIJCOSX wB97M-V def2-TZVPD def2/J DEFGRID3
* xyz 0 1
N 5.801 4.207 -0.797
C 6.043 3.121 -0.537
C 6.333 1.747 -0.230
H 7.374 1.537 -0.495
H 6.201 1.583 0.844
C 5.388 0.803 -0.996
N 5.599 -0.590 -0.692
S 5.037 -1.135 0.795
O 5.152 -0.107 1.794
O 5.681 -2.390 1.021
C 3.312 -1.379 0.404
C 2.973 -2.415 -0.445
C 1.644 -2.603 -0.775
C 0.670 -1.753 -0.251
C 1.029 -0.715 0.605
C 2.361 -0.528 0.932
H 2.678 0.259 1.599
H 0.267 -0.066 1.007
C -0.750 -1.999 -0.634
O -1.094 -2.847 -1.419
O -1.595 -1.178 -0.011
C -2.980 -1.346 -0.315
C -3.772 -0.226 0.353
C -5.273 -0.485 0.221
C -6.069 0.631 0.892
C -5.712 1.985 0.287
C -4.214 2.245 0.416
C -3.420 1.131 -0.258
H -3.654 1.114 -1.325
H -2.350 1.314 -0.151
H -3.962 3.205 -0.038
H -3.945 2.295 1.474
H -6.272 2.776 0.789
H -5.991 1.995 -0.769
H -7.138 0.441 0.776
H -5.846 0.642 1.961
H -5.526 -1.446 0.674
H -5.537 -0.534 -0.838
H -3.504 -0.214 1.415
H -3.302 -2.329 0.050
H -3.109 -1.332 -1.403
H 1.333 -3.400 -1.433
H 3.752 -3.059 -0.821
H 6.533 -0.925 -0.874
H 5.503 0.946 -2.075
H 4.352 1.024 -0.726
*
```

Version B
DFT (ωB97M-V/def2-TZVPD) results for the molecule C17H22N2O4S.

Calculated values
**M**: 350.44 g/mol
**LUMO**: 0.561 eV
**HOMO energy**: -0.30854 Eh
**HOMO-LUMO gap**: 0.329 hartree
**SMILES**: O=C(O)CCn1ccc2cc(S(=O)(=O)N3CCCCCC3)ccc21

ORCA input file:
```
! RIJCOSX wB97M-V def2-TZVPD def2/J DEFGRID3
* xyz 0 1
O 4.447 2.022 1.520
C 4.649 1.531 0.443
O 4.324 2.121 -0.707
H 3.884 2.973 -0.553
C 5.270 0.170 0.222
H 5.587 0.083 -0.817
H 6.125 0.062 0.889
C 4.237 -0.927 0.552
N 3.148 -0.925 -0.382
C 2.014 -0.166 -0.310
C 1.549 0.676 0.698
C 0.351 1.322 0.487
C -0.365 1.132 -0.695
C 0.072 0.302 -1.699
C 1.283 -0.363 -1.513
C 2.043 -1.267 -2.305
C 3.160 -1.569 -1.591
H 3.978 -2.216 -1.848
H 1.784 -1.633 -3.278
H -0.506 0.200 -2.603
S -1.945 1.952 -0.864
O -2.263 2.041 -2.261
O -1.918 3.153 -0.076
N -3.009 0.897 -0.167
C -3.667 -0.072 -1.013
H -2.950 -0.364 -1.783
C -4.151 -1.298 -0.244
H -4.648 -1.963 -0.953
C -3.036 -2.068 0.462
H -2.418 -2.576 -0.281
C -2.128 -1.192 1.331
C -2.881 -0.115 2.112
H -2.208 0.292 2.868
C -3.388 1.040 1.210
H -2.956 1.990 1.527
H -4.478 1.134 1.284
H -3.722 -0.572 2.635
H -1.377 -0.710 0.706
H -1.600 -1.835 2.039
H -3.501 -2.837 1.084
H -4.898 -0.988 0.487
H -4.525 0.395 -1.517
H -0.055 2.001 1.219
H 2.105 0.834 1.610
H 3.850 -0.766 1.561
H 4.729 -1.903 0.514
*
```

Quick ranking, most stable first: version B, version A.